This record from the Open Molecules 2025 dataset describes C28H22N2OPPt as an isolated structure. The level of theory is the ωB97M-V functional and the def2-TZVPD basis.

```
! RIJCOSX wB97M-V def2-TZVPD def2/J DEFGRID3
* xyz 3 1
Pt 0.2043 0.4345 0.4936
N 0.5448 0.3602 -1.6635
C -0.7260 -0.0018 -2.3068
C -0.9361 0.1672 -3.6437
C -2.1408 -0.2713 -4.2326
C -3.0784 -0.9133 -3.4759
C -2.8706 -1.1086 -2.0895
C -3.7940 -1.7916 -1.2646
C -3.5271 -1.9537 0.0672
C -2.3586 -1.3953 0.5980
N -1.4778 -0.7394 -0.1377
C -1.6939 -0.6192 -1.4905
H 0.9425 1.1986 -2.0816
H 1.2117 -0.3877 -1.8669
H -0.1747 0.6225 -4.2667
H -2.2976 -0.1194 -5.2912
H -3.9896 -1.2858 -3.9257
H -4.7027 -2.1891 -1.6998
H -4.2020 -2.4851 0.7221
H -2.1505 -1.4753 1.6551
O -0.5919 -0.7197 3.0249
C 0.3578 -0.2891 2.5180
C 1.7954 -0.2624 2.8849
C 2.2805 -1.2093 3.7763
C 3.6065 -1.1074 4.1852
C 4.4318 -0.0907 3.7093
C 3.9515 0.8579 2.8073
C 2.6369 0.7661 2.3865
P 1.8001 1.8203 1.2401
C 2.7671 2.8908 0.2468
C 3.8339 2.3332 -0.4760
C 4.6220 3.1623 -1.2513
C 4.3523 4.5288 -1.3040
C 3.2947 5.0775 -0.5859
C 2.4968 4.2649 0.1999
C 0.2763 2.3943 1.9448
C -0.0424 2.3205 3.3312
C -1.3063 2.6291 3.7445
C -2.3044 2.9720 2.8069
C -2.0290 3.0501 1.4521
C -0.7420 2.7930 1.0022
H 1.6366 -1.9898 4.1601
H 3.9947 -1.8213 4.9000
H 5.4574 -0.0334 4.0493
H 4.5984 1.6443 2.4396
H 4.0549 1.2724 -0.4215
H 5.4529 2.7506 -1.8077
H 4.9837 5.1738 -1.9009
H 3.1036 6.1411 -0.6275
H 1.6980 4.6990 0.7889
H 0.7260 2.0699 4.0515
H -1.5472 2.6243 4.7995
H -3.2991 3.2067 3.1660
H -2.7967 3.3451 0.7499
H -0.4812 2.9915 -0.0311
*
```

Properties
LUMO (alpha / beta) (eV): -12.25 / -12.25
HOMO level (alpha / beta) (eV): -17.28 / -17.28



This record from the Open Molecules 2025 dataset describes a 6-piece molecular cluster, C22H37Cl10F5NO3P2SSi overall in a non-equilibrium geometry. The level of theory is the ωB97M-V functional and the def2-TZVPD basis.

```
! RIJCOSX wB97M-V def2-TZVPD def2/J DEFGRID3
* xyz -1 1
C 1.7275 -1.6056 4.0142
C 0.2417 -2.1128 3.9105
P -0.8701 -1.1512 2.7690
C -0.5239 0.6818 2.7878
C 0.5717 1.2027 1.8009
P -0.9277 -1.9688 0.7104
O -0.5390 -3.6532 1.2572
C 0.7101 -3.9350 1.1370
N 1.8822 -3.9344 1.1296
C -0.9525 -2.5312 -1.1256
F -1.9657 -1.8911 -1.8383
F -1.1851 -3.8947 -1.2876
C 0.3848 -2.2639 -1.8790
C 0.4505 -0.9267 -2.6793
Si 2.2971 -0.6060 -3.1023
C 3.1232 -0.2492 -1.4181
C 2.9972 -2.1375 -3.9664
C 2.2912 0.9428 -4.2332
C 2.8493 2.1468 -3.7574
C 2.7915 3.2752 -4.6148
C 2.1909 3.2256 -5.8869
C 1.6717 1.9862 -6.3245
C 1.7025 0.8396 -5.5145
S -3.1693 -2.3453 0.8850
O -3.5006 -2.3520 2.3046
O -3.6155 -3.6164 0.3267
C -4.2397 -0.9706 0.1664
F -5.2758 -0.7832 1.0410
F -3.6268 0.2226 0.0578
F -4.8109 -1.3409 -0.9882
H 2.3577 -2.2922 3.4222
H 1.8395 -0.5476 3.7365
H 2.0493 -1.7217 5.0684
H 0.2613 -3.2022 3.7059
H -0.1941 -2.0131 4.9259
H -0.2221 0.9261 3.8257
H -1.5027 1.1789 2.6497
H 0.3896 2.2854 1.6370
H 0.5493 0.7052 0.8202
H 1.5697 1.1388 2.2724
H -1.1063 -0.6085 0.2319
H 0.4931 -1.7330 0.6150
H 1.2634 -2.3644 -1.2239
H 0.4609 -3.0763 -2.6308
H 0.1250 -0.0423 -2.0974
H -0.0801 -0.9721 -3.6498
H 4.1151 0.2214 -1.5023
H 3.1701 -1.2151 -0.8750
H 2.4003 0.3722 -0.8540
H 3.1008 -2.9290 -3.1942
H 3.9688 -1.9898 -4.4642
H 2.2346 -2.5240 -4.6725
H 3.3100 2.2475 -2.7713
H 3.2107 4.2207 -4.2403
H 2.1242 4.1056 -6.5327
H 1.1938 1.9139 -7.3112
H 1.2602 -0.0893 -5.8931
C -1.1380 4.3435 0.1641
Cl -0.1414 5.0739 1.4331
Cl -0.1659 3.5423 -1.0687
H -1.7910 3.6056 0.6207
H -1.7297 5.1220 -0.3057
C 1.9256 1.6755 5.7333
Cl 0.7368 0.5896 6.4609
Cl 3.5611 1.0078 5.8182
H 1.6642 1.8320 4.6903
H 1.9078 2.6201 6.2665
C -1.5846 4.6519 -4.7911
Cl -2.8522 3.6528 -4.0625
Cl 0.0141 3.9067 -4.6304
H -1.8049 4.7798 -5.8462
H -1.5743 5.6175 -4.2949
C 0.6967 -5.7339 6.1744
Cl -0.2260 -4.5545 7.1167
Cl 1.4425 -4.9933 4.7573
H 1.4766 -6.1501 6.8037
H 0.0256 -6.5205 5.8454
C -6.3573 2.6051 1.3160
Cl -5.3166 3.4806 2.4459
Cl -6.5439 3.4831 -0.2087
H -5.9137 1.6357 1.1118
H -7.3344 2.4783 1.7695
*
```

Properties
LUMO (eV): 1.94
HOMO level (eV): -3.85